C3H3Cl2NS | ωB97M-V with the def2-TZVPD basis set

Geometry (Å):
1 S -0.381 0.749 2.418
2 C 0.782 0.427 1.339
3 C 0.718 0.161 -0.201
4 Cl 1.299 -1.518 -0.402
5 N -0.490 0.565 -0.696
6 C -1.473 -0.107 -1.000
7 Cl -1.427 -1.853 -1.163
8 H 1.842 0.367 1.619
9 H 1.507 0.921 -0.538
10 H -2.377 0.289 -1.378

## Properties
F_max	3.28	eV/Å
HOMO level	-9.2	eV
multiplicity	1
net charge	0
LUMO level	-0.6	eV
Kohn-Sham gap	8.52	eV
molar mass	156.04	g/mol
SMILES	S=C[C@@H](Cl)/N=C\Cl
energy above the lowest of the compared OMol25 structures with the same formula, charge and spin	24.3	kcal/mol